{"formula": "C22H31F2Si", "method": "the ωB97M-V functional and the def2-TZVPD basis", "elements": ["C", "C", "C", "Si", "C", "C", "C", "C", "C", "C", "H", "H", "H", "H", "H", "H", "H", "H", "H", "H", "H", "H", "H", "H", "H", "H", "H", "H", "H", "H", "H", "H", "F", "C", "C", "C", "C", "C", "C", "C", "C", "C", "F", "C", "C", "C", "C", "H", "H", "H", "H", "H", "H", "H", "H", "H"], "coordinates": [[2.83234, 1.33304, -1.73482], [3.82193, 2.17501, -0.93174], [3.20495, 2.85537, 0.29672], [4.37309, 3.93324, 1.26885], [4.93770, 5.29271, 0.17079], [3.85146, 6.19821, -0.46480], [4.42926, 7.33405, -1.33891], [3.50440, 4.69447, 2.74319], [2.59076, 3.79280, 3.58410], [1.69477, 4.56011, 4.57541], [6.10782, 2.65352, 1.89529], [3.32109, 0.83389, -2.57589], [2.37722, 0.53827, -1.12736], [2.02905, 1.96544, -2.12713], [4.63767, 1.52693, -0.60164], [4.30662, 2.92856, -1.56073], [2.33852, 3.46852, 0.04096], [2.78791, 2.13016, 0.99442], [5.60073, 5.93094, 0.75532], [5.57638, 4.89996, -0.62483], [3.14186, 5.66361, -1.10658], [3.21826, 6.70619, 0.27395], [3.66353, 7.96808, -1.81351], [5.05019, 7.99045, -0.71708], [5.05293, 6.91388, -2.14335], [4.29166, 5.11455, 3.36390], [2.96569, 5.54477, 2.35895], [1.97701, 3.15357, 2.93481], [3.20491, 3.08862, 4.16249], [1.15722, 3.85366, 5.21845], [2.26883, 5.23381, 5.23411], [0.93439, 5.16785, 4.07326], [4.93736, -2.88752, 4.17734], [5.11130, -1.68892, 3.57030], [4.78273, -0.54727, 4.30570], [5.30952, 0.66746, 3.87453], [6.14979, 0.72258, 2.75620], [6.77569, 2.08771, 2.50727], [8.19205, 2.17623, 1.90814], [8.66255, 3.49486, 1.87136], [9.90685, 3.82582, 1.33828], [10.61455, 2.79147, 0.73090], [11.89640, 3.04390, 0.32229], [10.21788, 1.46082, 0.79099], [9.04295, 1.13695, 1.48463], [6.28552, -0.40303, 1.91558], [5.89910, -1.65409, 2.42139], [4.10847, -0.61449, 5.14101], [5.03677, 1.56965, 4.44976], [6.86223, 2.55177, 3.49836], [8.06540, 4.33437, 2.23432], [10.28744, 4.84022, 1.31318], [10.81560, 0.71446, 0.26997], [8.73890, 0.09822, 1.69190], [6.67146, -0.24873, 0.89878], [6.13008, -2.56952, 1.87888]], "atomic_forces_ev_per_a": [[-0.1592, 0.0207, 0.0009], [0.1375, -0.2300, 0.0218], [0.8750, -1.3538, 0.4736], [-3.0809, 1.5279, -0.9189], [1.5332, 0.4210, -0.3094], [-1.1039, 0.6222, -0.4237], [0.6865, -0.2461, 0.0832], [1.0730, -1.3309, 1.0372], [-0.0855, -0.2488, 0.3382], [0.0395, 0.0585, 0.0384], [-1.3726, 1.4924, -1.3612], [-0.0183, 0.1868, 0.0600], [0.1160, 0.2936, -0.0127], [0.0524, -0.1496, -0.0031], [0.0433, -0.0566, 0.0925], [-0.1991, -0.0239, -0.1187], [0.1283, 0.6186, 0.0063], [-0.0461, -0.4087, -0.0614], [0.1529, 0.2152, 0.0468], [-0.0021, -0.0156, -0.1056], [0.2351, -0.4040, 0.2311], [0.2168, -0.3871, 0.2466], [0.0487, -0.4663, 0.3345], [-0.0015, -0.0890, -0.2238], [-0.1211, 0.2082, 0.2432], [0.0403, 0.3048, 0.3829], [-0.2169, 0.4141, -0.6764], [-0.0279, 0.2535, 0.1131], [-0.0182, 0.1543, -0.1438], [0.1326, 0.1178, -0.1328], [-0.0767, -0.3084, -0.3041], [0.1779, -0.0782, -0.0654], [-0.5643, 0.3502, -0.5950], [1.6030, -0.1852, 1.0573], [-0.0665, 0.0086, -1.0790], [-0.2512, -0.5705, 0.4058], [-0.5377, 0.5152, -0.3968], [2.0468, -2.3682, 1.4001], [-0.1383, 0.6634, 0.2894], [0.5173, 0.3910, -0.6292], [-0.3161, -0.6858, -0.5835], [1.2000, 0.0010, 1.0341], [-1.1359, -0.0578, -0.2759], [-0.3807, 0.0289, 0.1111], [-0.8099, 0.2111, -0.3238], [-0.0831, 0.4774, 0.7561], [-0.7513, 0.5039, -0.6717], [0.0692, -0.0907, 0.2805], [0.4914, -0.4529, -0.3427], [-0.4392, 0.2700, -0.3915], [-0.0651, -0.3690, 0.1019], [-0.0086, -0.1340, 0.1013], [0.0109, 0.0697, 0.4973], [0.3642, 0.6024, -0.4780], [0.2365, -0.4591, 0.6464], [-0.1505, 0.1679, 0.1965]], "molar_mass_g_mol": 361.57, "charge": 1, "e_above_lowest_kj_mol": 45.9, "total_energy_ev": -36621.4766, "homo_ev": -11.82}

{"formula": "C4H7NO", "method": "the ωB97M-V functional and the def2-TZVPD basis", "elements": ["C", "C", "N", "C", "C", "O", "H", "H", "H", "H", "H", "H", "H"], "coordinates": [[1.59619, 1.05547, 0.16765], [0.22442, 0.83820, -0.49109], [0.23011, -0.58829, -0.77490], [-0.55692, -1.40752, -0.21704], [-1.85027, -1.12844, 0.48424], [-2.41996, -1.98682, 1.11667], [2.04019, 2.01724, -0.09218], [2.25857, 0.26287, -0.19355], [1.53350, 0.96051, 1.25544], [-0.59466, 1.18726, 0.15715], [0.16157, 1.39502, -1.43217], [-0.31239, -2.46936, -0.29159], [-2.31035, -0.13614, 0.31137]], "atomic_forces_ev_per_a": [[0.1021, 0.1072, 0.0453], [-0.0048, 0.0634, -0.0145], [-0.2321, -0.2932, 0.2109], [0.1392, -0.0044, -0.2223], [-0.1840, -0.1928, 0.1951], [0.2091, 0.3917, -0.2132], [-0.1175, 0.0245, 0.1272], [-0.0016, 0.2506, 0.0508], [-0.0065, 0.0588, -0.1349], [0.2003, -0.1213, -0.1214], [0.0657, -0.2172, 0.0645], [-0.2210, 0.0168, -0.1418], [0.0511, -0.0839, 0.1543]], "molar_mass_g_mol": 85.11, "charge": 0, "e_above_lowest_kj_mol": 197.8, "total_energy_ev": -7797.5944, "homo_ev": -9.56, "smiles": "CC/N=C\\C=O"}

{"formula": "C9H17O3P", "method": "the ωB97M-V functional and the def2-TZVPD basis", "elements": ["C", "C", "C", "C", "C", "C", "C", "C", "C", "O", "O", "O", "P", "H", "H", "H", "H", "H", "H", "H", "H", "H", "H", "H", "H", "H", "H", "H", "H", "H"], "coordinates": [[-2.90489, -1.66905, 1.46411], [-3.69103, -1.11286, 0.53516], [-3.45092, -0.36320, 1.71043], [-2.88922, -1.13952, -1.73465], [3.47744, -2.57484, -0.98606], [0.22062, 2.59135, 1.75348], [-4.13929, -1.06134, -0.83676], [3.07115, -2.04541, 0.40564], [1.23315, 1.53842, 1.27178], [-0.03330, -0.87696, -1.21930], [2.39456, -0.77363, 0.29389], [0.62547, 0.96408, 0.06968], [0.66859, -0.66693, 0.21637], [-2.35414, -2.57059, 1.68217], [-2.35349, -0.15620, -1.63682], [-3.29974, -1.31074, -2.74240], [-2.17654, -2.05974, -1.47765], [4.38994, -2.27217, -1.32436], [3.64348, -3.62614, -0.84879], [2.59140, -2.42154, -1.77786], [0.00968, 3.29530, 0.91539], [-0.62248, 2.02558, 2.12303], [0.60902, 3.20912, 2.57247], [-4.75873, -1.94970, -0.83761], [-4.55696, -0.04800, -0.94436], [3.92839, -1.75898, 1.07433], [2.43003, -2.73490, 1.16660], [1.35949, 0.74537, 2.02776], [2.30796, 1.87664, 0.98291], [0.38163, -0.38924, -1.90670]], "atomic_forces_ev_per_a": [[0.6978, -2.1903, 0.2245], [0.9084, 2.0861, 1.6711], [-0.7033, 0.5473, -0.3577], [0.5335, -1.4130, -0.0147], [-4.4360, -1.0936, 0.6468], [1.4211, 0.4174, -0.4268], [1.0261, 0.0701, 0.6267], [-0.7375, 0.5338, 2.1999], [0.9065, 0.9111, -0.6081], [0.4934, -1.5419, 0.4160], [-1.6238, -0.1252, -1.2131], [0.9710, -0.5351, 1.1969], [0.6843, 0.2007, 0.9818], [0.0568, 0.2808, 0.0791], [-0.3091, -1.2569, -0.3248], [0.6374, 0.3232, 0.0432], [-1.6109, 2.2234, -0.4420], [2.2179, 1.7235, -0.9895], [-0.2939, -0.9092, -0.1889], [2.1333, -0.3088, 1.7924], [-0.2723, -0.7114, 0.5960], [-0.5792, 0.2547, -0.2059], [0.0619, -0.2564, -0.0492], [-0.8250, 0.1637, -1.1806], [-0.7477, -0.8485, -0.3812], [-0.3058, -0.6094, -0.9597], [1.1680, 0.9943, -2.3443], [-0.0308, 0.3318, -0.1164], [-1.9785, -0.2194, 0.5777], [0.5365, 0.9570, -1.2492]], "multiplicity": 3, "molar_mass_g_mol": 204.21, "charge": 0, "total_energy_ev": -25032.2500, "homo_ev": [-5.20, -9.11]}

{"formula": "C3H4BrF", "method": "the ωB97M-V functional and the def2-TZVPD basis", "elements": ["F", "C", "C", "C", "H", "H", "H", "Br", "H"], "coordinates": [[0.28351, -1.07686, -0.30578], [-1.02276, -1.11334, -0.20139], [-2.11396, -1.78663, -0.21613], [-2.29856, -0.28788, -0.45671], [-2.79980, -2.67139, -0.22804], [-2.52606, -0.04631, -1.45627], [-2.58398, 0.31635, 0.42481], [3.48805, -0.52450, 0.17986], [3.36446, -0.15614, -1.06866]], "atomic_forces_ev_per_a": [[0.0093, -0.1026, 0.2466], [-1.5634, 0.4799, -1.0633], [-1.0381, -1.4224, 0.2972], [2.0128, -0.7918, 2.3033], [1.2747, 0.9113, 0.1348], [-0.4405, 0.9148, -0.9019], [-0.3243, 0.0013, -1.0338], [0.4533, -1.0740, 3.7003], [-0.3839, 1.0836, -3.6832]], "molar_mass_g_mol": 138.97, "charge": 0, "e_above_lowest_kj_mol": 285.6, "total_energy_ev": -75932.1511, "homo_ev": -9.64, "smiles": "FC1=CC1.Br"}

{"formula": "C4H6OS", "method": "the ωB97M-V functional and the def2-TZVPD basis", "elements": ["C", "C", "S", "C", "C", "O", "H", "H", "H", "H", "H", "H"], "coordinates": [[-1.56868, -0.69756, 2.51481], [-0.73856, -0.61379, 1.42939], [-0.95856, 0.18624, -0.32957], [0.70395, 0.18426, -0.85920], [1.16213, 1.04825, -2.12663], [1.49173, -0.66599, -0.36150], [-2.69607, -0.43314, 2.68821], [-1.27592, -1.40009, 3.39948], [0.25300, -1.37408, 1.17498], [2.13419, 0.70344, -2.32012], [1.08142, 2.18316, -2.26794], [0.41139, 0.87929, -2.94192]], "atomic_forces_ev_per_a": [[-0.5075, -1.3884, -0.0309], [1.1836, -2.3683, -1.3432], [-0.9698, 0.1995, 2.3446], [2.9446, -1.9595, 0.3751], [-2.9995, 0.8447, 0.2248], [-1.6996, 2.9438, -1.7072], [2.4578, 0.3549, -0.9412], [-0.0021, 1.3687, -1.8731], [-2.7453, 2.6374, 1.5270], [1.1454, -0.4060, -0.6539], [0.3881, -1.2881, 1.6778], [0.8044, -0.9387, 0.4003]], "molar_mass_g_mol": 102.16, "charge": 0, "e_above_lowest_kj_mol": 295.0, "total_energy_ev": -17125.0722, "homo_ev": -9.35, "smiles": "C=CSC(C)=O"}

{"formula": "C14H22N5O5", "method": "the ωB97M-V functional and the def2-TZVPD basis", "elements": ["O", "O", "O", "O", "O", "N", "C", "C", "C", "C", "C", "C", "C", "N", "N", "N", "N", "C", "C", "C", "C", "C", "C", "C", "H", "H", "H", "H", "H", "H", "H", "H", "H", "H", "H", "H", "H", "H", "H", "H", "H", "H", "H", "H", "H", "H"], "coordinates": [[-4.70910, 2.69419, 1.10304], [3.83032, -0.88803, 1.06481], [-1.94587, -0.07207, -2.30514], [-1.09735, 1.65610, 2.07091], [-2.40319, 1.97301, -3.01991], [6.01756, -2.72095, -0.06088], [-4.88394, 1.82371, 0.26093], [3.29498, -1.07873, -0.02239], [-2.07047, 1.16267, -2.12899], [-2.17500, 1.12877, 1.80985], [7.31033, -2.53004, 0.02983], [7.72245, -1.44996, -0.83577], [6.58307, -0.98588, -1.41705], [-2.92222, 0.74450, 2.85385], [1.92076, -0.84921, -0.12902], [5.54872, -1.76059, -0.91051], [-4.01546, 0.85409, -0.01800], [-6.17129, 1.79012, -0.52651], [-4.13248, -0.07437, 2.87124], [1.16386, -0.41194, 1.04769], [1.22142, -0.83929, -1.41676], [4.12282, -1.56879, -1.21835], [-1.82774, 1.69057, -0.70930], [-2.58513, 0.84741, 0.33631], [7.98001, -3.11896, 0.64884], [8.73287, -1.08094, -0.97061], [6.49142, -0.15908, -2.11476], [-2.55223, 1.04573, 3.74038], [-4.26135, 0.23722, -0.77711], [-6.79097, 2.63251, -0.22595], [-6.68914, 0.85411, -0.33296], [-5.93265, 1.87382, -1.58639], [-4.22893, -0.56717, 3.83914], [-4.08561, -0.83412, 2.08989], [-5.00456, 0.56113, 2.70907], [1.40937, -1.02499, 1.92098], [0.08775, -0.50298, 0.87748], [1.38899, 0.63465, 1.27742], [1.28836, 0.15126, -1.87822], [0.16383, -1.08346, -1.27917], [1.62915, -1.58041, -2.10906], [3.71413, -2.52303, -1.55619], [4.01908, -0.84820, -2.03153], [-2.14570, 2.73250, -0.63603], [-0.75643, 1.64338, -0.50980], [-2.25441, -0.17828, 0.17473]], "atomic_forces_ev_per_a": [[0.3913, -0.0458, 0.1413], [0.1801, -0.2049, -0.6587], [0.2173, -0.7525, 0.6999], [-0.1075, 0.0559, -0.6748], [0.1483, 0.4302, 0.5363], [-1.0038, 0.5293, -0.2151], [-0.6711, 1.1165, 0.4173], [-1.3547, 0.8542, 1.9659], [-0.6081, 0.0188, -1.1678], [0.6061, 0.8461, -0.4368], [0.6526, 1.1704, -1.2329], [0.4450, -0.6721, 0.7865], [-0.5563, -0.5781, 0.7117], [-1.1883, -1.0260, 0.4856], [1.1370, -0.9775, -0.9519], [0.5263, 0.6550, -0.5031], [0.6895, -0.8766, 0.3510], [0.0935, -0.0023, -0.1214], [0.2222, 0.5233, -0.3002], [0.4659, 0.0854, 0.1130], [0.0751, 0.0156, 0.1378], [-0.0147, -0.4857, 0.2202], [0.0102, 0.2327, 0.6804], [0.1762, 0.1245, -0.1482], [-0.4947, -0.0953, -0.0708], [-0.2655, -0.0526, -0.0223], [-0.4605, -0.3149, 0.2033], [0.1103, -0.0145, -0.1040], [0.2743, 0.0250, -0.1238], [0.0569, -0.1045, 0.0275], [-0.1758, -0.1120, -0.1342], [-0.1201, -0.1001, -0.0949], [0.1147, 0.0261, -0.0481], [-0.0549, 0.0379, 0.1049], [-0.1490, -0.1514, -0.0272], [0.1645, 0.1373, -0.1955], [0.3007, 0.0296, -0.2999], [-0.1451, -0.1511, 0.0969], [-0.1775, -0.0868, -0.0965], [0.1458, 0.1995, -0.0679], [0.0865, 0.0667, 0.1114], [-0.0185, 0.0393, -0.0665], [0.2549, -0.1218, -0.0267], [0.0448, -0.0575, 0.0029], [0.0149, 0.0242, 0.1253], [-0.0390, -0.2594, -0.1301]], "molar_mass_g_mol": 340.36, "charge": -1, "total_energy_ev": -32565.2458, "homo_ev": -4.77}